This record from OMol25 describes a 2-piece molecular cluster, C3H11N2OS overall. The level of theory is wB97M-V/def2-TZVPD.

The LUMO energy comes out at 4.1023 eV. The value obtained for the max |F| is 0.86 eV Å⁻¹. The net charge is -1. As for the energy relative to the best compared isomer or geometry (same formula, charge and spin): 0.154 eV. The HOMO-LUMO gap comes out at 7.1 eV.

Last columns: bonded neighbours and bond lengths (Å).
Element x y z (Å)
1 C 1.058 1.704 -1.597  C2 1.525, N4 1.449, H5 1.099, H6 1.096
2 C 1.612 1.721 -0.176  C1 1.525, S3 1.831, H7 1.093, H8 1.092
3 S 1.453 0.172 0.788  C2 1.831
4 N -0.373 1.478 -1.548  C1 1.449, H9 1.008, H10 1.004
5 H 1.574 0.958 -2.217  C1 1.099
6 H 1.299 2.685 -2.022  C1 1.096
7 H 1.055 2.491 0.363  C2 1.093
8 H 2.666 2.004 -0.214  C2 1.092
9 H -0.563 0.702 -0.932  N4 1.008
10 H -0.800 1.317 -2.441  N4 1.004
11 N -0.558 -2.843 1.117  C12 1.454, H14 1.014, H15 1.007
12 C -1.637 -1.870 1.074  N11 1.454, O13 1.418, H16 1.096, H17 1.095
13 O -1.460 -0.690 1.841  C12 1.418, H18 0.999
14 H 0.306 -2.337 0.960  N11 1.014
15 H -0.585 -3.306 2.011  N11 1.007
16 H -1.853 -1.631 0.026  C12 1.096
17 H -2.537 -2.336 1.490  C12 1.095
18 H -0.658 -0.219 1.477  O13 0.999